Record 1
C29H26CsN2O4Se as an isolated structure at a distorted geometry. Source: the Open Molecules 2025 dataset; level of theory: ωB97M-V/def2-TZVPD.

Geometry (Å):
Cs (-0.38190, -0.30060, 0.11410)
O (-1.14020, 2.73380, 3.79750)
C (-0.48800, 2.11910, 2.78400)
O (-0.84820, 1.03930, 2.36710)
C (0.67500, 2.85310, 2.28330)
C (1.19420, 4.01420, 2.90970)
C (2.32830, 4.58070, 2.36370)
C (2.91200, 4.03270, 1.23380)
C (2.30310, 2.87910, 0.66240)
N (1.22820, 2.33030, 1.20530)
C (2.77180, 2.18430, -0.54660)
O (3.89720, 2.67150, -1.14560)
O (2.22480, 1.22160, -1.03360)
H (-1.90480, 2.17780, 4.01330)
H (0.71700, 4.41930, 3.78410)
H (2.77030, 5.45710, 2.82080)
H (3.80220, 4.49490, 0.82760)
H (4.23890, 3.44250, -0.67830)
C (-9.76060, -0.08300, 0.07230)
C (-8.25780, -0.06270, 0.05320)
C (-7.52400, -1.19600, -0.26810)
C (-6.13820, -1.17560, -0.29390)
C (-5.37250, -2.41450, -0.63880)
C (-5.45470, 0.01340, 0.00690)
Se (-3.55260, 0.04200, -0.05360)
C (-6.18230, 1.16240, 0.34610)
C (-5.51190, 2.45890, 0.69680)
C (-7.56810, 1.10110, 0.36030)
H (-10.13580, -1.06860, -0.19030)
H (-10.16680, 0.63830, -0.63650)
H (-10.14010, 0.17720, 1.06010)
H (-8.04500, -2.11920, -0.50550)
H (-6.03560, -3.25000, -0.85180)
H (-4.71370, -2.68700, 0.18550)
H (-4.73640, -2.23240, -1.50490)
H (-4.43290, 2.34390, 0.65820)
H (-5.78680, 2.78340, 1.69970)
H (-5.79570, 3.24830, 0.00210)
H (-8.12630, 1.99530, 0.61850)
N (0.11040, -2.98860, -0.06600)
C (0.03900, -4.22480, -0.02160)
C (-0.83420, -5.01130, -0.94220)
C (-0.37450, -6.17820, -1.54270)
C (-1.15120, -6.83290, -2.48290)
C (-2.40300, -6.34010, -2.81490)
C (-2.87560, -5.18940, -2.20220)
C (-2.09010, -4.52210, -1.28080)
C (0.85390, -5.02740, 0.94080)
C (2.11410, -4.55230, 1.28680)
C (2.88790, -5.21600, 2.21880)
C (2.40020, -6.35890, 2.83420)
C (1.14460, -6.83910, 2.49760)
C (0.37670, -6.18310, 1.54960)
H (0.60090, -6.56370, -1.27960)
H (-0.77840, -7.73050, -2.96170)
H (-3.01050, -6.85420, -3.54980)
H (-3.85710, -4.80810, -2.45050)
H (-2.43400, -3.61320, -0.81170)
H (2.46470, -3.65140, 0.80520)
H (3.87140, -4.84060, 2.47210)
H (3.00000, -6.87500, 3.57390)
H (0.76340, -7.73050, 2.98130)
H (-0.60010, -6.56460, 1.28740)

Summary:
Total charge = -1
ΔE to the lowest compared entry with this formula, charge and spin = 4.1 kcal per mole
Highest occupied orbital energy = -2.9 eV
LUMO = 0.022 hartree


Record 2
A 4-piece molecular cluster, C13H26Cl2O9 overall at a distorted geometry. Source: the Open Molecules 2025 dataset; level of theory: ωB97M-V/def2-TZVPD.

Geometry (Å):
C (1.78820, -0.26902, -0.25237)
Cl (2.67588, 0.72832, 0.92352)
Cl (1.30280, -1.77474, 0.49807)
H (0.90594, 0.20603, -0.68135)
H (2.53843, -0.47971, -1.01451)
C (-3.14803, 1.22207, -0.97840)
C (-1.84633, 0.85578, -1.58127)
O (-2.06975, -0.46028, -2.19870)
C (-1.22824, -0.93966, -3.07291)
O (-0.12233, -0.47595, -3.29873)
O (-1.83017, -1.91309, -3.69709)
C (-1.04216, -2.86751, -4.42224)
H (-3.32706, 2.22258, -0.58465)
H (-3.36264, 0.52583, -0.16766)
H (-3.89394, 1.16465, -1.77113)
H (-1.04486, 0.93529, -0.84681)
H (-1.53872, 1.57559, -2.33980)
H (-0.09951, -3.09929, -3.92646)
H (-0.78492, -2.54559, -5.43134)
H (-1.55657, -3.79924, -4.65751)
C (-0.02068, -4.36996, 8.01743)
C (0.12019, -2.84417, 8.17024)
O (1.08654, -2.35630, 7.24661)
C (0.76572, -1.96415, 5.98581)
O (-0.32714, -2.06470, 5.50096)
O (1.89410, -1.51103, 5.37381)
C (1.89654, -1.28764, 3.93815)
H (-0.73956, -4.63503, 8.79270)
H (0.92850, -4.84516, 8.26513)
H (-0.44237, -4.68979, 7.06455)
H (0.49926, -2.69982, 9.18196)
H (-0.85219, -2.35205, 8.15080)
H (2.12131, -0.27073, 3.61649)
H (1.00736, -1.63934, 3.41494)
H (2.73010, -1.77267, 3.43020)
C (-2.24311, 3.42688, -4.50945)
C (-0.72606, 3.53833, -4.85150)
O (-0.01623, 3.22868, -3.68563)
C (1.34631, 3.24211, -3.70065)
O (2.11093, 3.60234, -4.60586)
O (1.72824, 2.85376, -2.52392)
C (3.09043, 2.80367, -2.20974)
H (-2.86777, 3.25215, -5.38545)
H (-2.57714, 4.42504, -4.22627)
H (-2.32612, 2.56569, -3.84645)
H (-0.55779, 4.56308, -5.18267)
H (-0.40722, 2.82415, -5.61070)
H (3.57505, 2.01179, -2.78086)
H (3.26659, 2.40252, -1.21167)
H (3.62012, 3.75019, -2.31756)

Summary:
ΔE to the lowest compared entry with this formula, charge and spin = 32.8 kcal per mole
Highest occupied orbital energy = -10.7 eV
LUMO = 0.022 hartree